C19H31BClN2O9PtS as an isolated structure. Source: the Open Molecules 2025 dataset; level of theory: the ωB97M-V functional and the def2-TZVPD basis.

**Frontier orbital gap (alpha / beta)**: 5.98 / 7.96 eV
**Energy**: -68891.543 eV
**ΔE to the lowest compared entry with this formula, charge and spin**: 12.57 kJ/mol
**Spin multiplicity**: 3
**Total charge**: -1
**HOMO level (alpha / beta)**: -3.657 / -5.636 eV
**Expectation value of S²**: 2.007

Last column: natural (NBO) charge in e.
Geometry (Å):
Pt (-0.21953, -0.01915, 0.29008)  0.84
C (3.73998, 1.81733, -0.94236)  -0.62
C (2.65679, 1.50369, 0.08032)  0.13
C (3.17821, 1.61757, 1.50340)  -0.63
O (2.15664, 0.18030, -0.16948)  -0.73
C (1.49267, 2.51247, -0.10026)  0.76
O (1.81574, 3.69982, -0.06432)  -0.70
O (0.31054, 2.04896, -0.27828)  -0.76
H (4.63743, 1.21824, -0.75123)  0.19
H (3.99000, 2.87645, -0.89470)  0.24
H (3.36985, 1.58325, -1.94309)  0.22
H (4.07142, 0.99810, 1.63772)  0.19
H (2.41085, 1.29844, 2.21191)  0.23
H (3.43114, 2.65734, 1.70767)  0.24
H (2.73711, -0.48004, 0.22503)  0.49
C (-1.54948, -2.37570, 8.21150)  -0.60
C (-0.22336, -1.60174, 8.13352)  -0.07
C (0.94612, -2.59652, 8.16255)  -0.60
C (-0.12548, -0.71117, 9.37332)  -0.60
C (-0.17374, -0.79587, 6.83107)  -0.02
C (0.02053, 0.58235, 6.81120)  -0.23
C (0.07594, 1.31691, 5.61885)  -0.25
C (-0.07450, 0.62629, 4.44374)  0.22
O (-0.04771, 1.07710, 3.15428)  -0.67
B (-0.23342, -0.04956, 2.31428)  0.66
O (-0.38028, -1.18866, 3.15665)  -0.70
C (-0.27326, -0.74832, 4.44694)  0.30
C (-0.31917, -1.47586, 5.60965)  -0.29
H (-1.61811, -2.91853, 9.16061)  0.20
H (-1.63977, -3.10103, 7.39973)  0.21
H (-2.39592, -1.68658, 8.14370)  0.21
H (0.91659, -3.19381, 9.08092)  0.20
H (1.90045, -2.06395, 8.12663)  0.21
H (0.90936, -3.27896, 7.30989)  0.21
H (-0.20435, -1.33117, 10.27130)  0.20
H (-0.93340, 0.02566, 9.39844)  0.21
H (0.83105, -0.18276, 9.41262)  0.21
H (0.14333, 1.12473, 7.73989)  0.21
H (0.23409, 2.38904, 5.62322)  0.22
H (-0.45484, -2.55094, 5.56461)  0.21
C (-3.38461, -1.96085, 1.79497)  -0.41
N (-3.23332, -2.36798, 0.39647)  -0.44
C (-2.72919, -3.74284, 0.27972)  -0.42
C (-3.04563, -1.43807, -0.57595)  0.38
S (-2.75559, 0.20704, -0.18020)  -0.24
N (-3.21116, -1.81422, -1.85571)  -0.41
C (-3.88142, -3.04343, -2.25132)  -0.41
C (-2.77077, -0.99455, -2.98202)  -0.41
H (-3.89150, -2.77523, 2.31791)  0.19
H (-3.97949, -1.05744, 1.86774)  0.23
H (-2.41485, -1.78377, 2.26275)  0.23
H (-1.97896, -3.89955, 1.05566)  0.22
H (-2.23304, -3.90380, -0.66784)  0.24
H (-3.53897, -4.46487, 0.41420)  0.18
H (-4.55794, -3.37274, -1.46557)  0.21
H (-3.17097, -3.83657, -2.48812)  0.22
H (-4.46810, -2.82729, -3.14523)  0.20
H (-2.03400, -0.27354, -2.66336)  0.26
H (-3.62140, -0.46804, -3.42457)  0.18
H (-2.31226, -1.64992, -3.72380)  0.21
O (0.20176, -1.19207, -2.04088)  -0.88
Cl (0.38396, -2.57821, -1.63312)  2.53
O (1.73409, -2.99302, -1.88099)  -0.84
O (-0.54062, -3.41730, -2.37187)  -0.88
O (0.09216, -2.66084, -0.20252)  -0.87